DFT (ωB97M-V/def2-TZVPD) results for a molecular structure, C12H26BIrN8.

Geometry as ORCA input:
```
! RIJCOSX wB97M-V def2-TZVPD def2/J DEFGRID3
* xyz 2 1
Ir 0.40394 0.09725 -0.01242
C -0.05794 -1.69839 2.34774
C 1.40350 -1.84033 1.94866
N 1.84249 -0.51800 1.42018
C 1.99810 0.51761 2.51730
C 1.41032 1.85762 2.09136
N 0.10418 1.57251 1.45794
C -0.97308 1.17137 2.44283
C -1.79946 0.03236 1.86654
N -0.82416 -0.93248 1.28954
H -0.16856 -1.17210 3.29224
H -0.51489 -2.67777 2.48166
H 1.51471 -2.55908 1.14829
H 2.01555 -2.17511 2.78832
H 2.76435 -0.60623 1.00372
H 3.05661 0.63094 2.74789
H 1.52387 0.13747 3.41877
H 2.04126 2.34300 1.34673
H 1.31999 2.52740 2.94938
H -0.25499 2.39403 0.98575
H -1.60777 2.03325 2.64455
H -0.50199 0.90255 3.38501
H -2.43417 0.38058 1.05244
H -2.42844 -0.43331 2.62693
H -1.30616 -1.62180 0.71407
B -1.71227 -0.34297 -2.98540
N -1.47368 1.05211 -2.31909
C -1.96468 2.17192 -2.85073
C -1.43367 3.26220 -2.18061
C -0.60715 2.70648 -1.22608
N -0.66319 1.35321 -1.29766
N -0.80820 -1.47231 -2.34122
C -0.86030 -2.69000 -2.88298
C 0.05015 -3.52331 -2.25755
C 0.64061 -2.71692 -1.30927
N 0.11755 -1.47166 -1.35335
H -1.34047 -0.23638 -4.12162
H -2.86249 -0.65455 -2.85612
H -2.62807 2.12003 -3.69838
H -1.60226 4.30598 -2.37881
H 0.04606 3.21489 -0.53475
H -1.54528 -2.88213 -3.69313
H 0.25017 -4.55850 -2.46952
H 1.42278 -2.95940 -0.61499
N 1.92582 0.68395 -1.43134
H 2.38774 1.58398 -1.31931
H 1.48001 0.71452 -2.34742
H 2.65354 -0.02453 -1.48606
*
```

As for the HOMO energy: -14.67 eV. The lowest unoccupied orbital energy comes out at -5.751 eV. The value obtained for the gap between HOMO and LUMO is 8.92 eV.

DFT (ωB97M-V/def2-TZVPD) results for a molecular structure, C12H26CaN6O6S.

Geometry as ORCA input:
```
! RIJCOSX wB97M-V def2-TZVPD def2/J DEFGRID3
* xyz 0 1
O 0.45665 -1.05858 -3.40770
H 0.32682 -1.43142 -4.30839
Ca 1.26538 0.20622 0.10134
N 1.99719 -1.86144 -0.84467
N -0.20510 -1.90658 0.33666
N 0.94375 2.70434 0.00847
N -0.81236 1.24723 1.11812
O 3.11078 -1.66949 -1.41607
O 1.54900 3.34845 -0.93450
O -1.76709 0.48669 1.73910
O -1.36439 -1.88890 0.92646
C 0.09459 -3.08268 -0.29190
C 1.35268 -3.05730 -0.95726
C 0.05773 3.38694 0.78084
C -0.95520 2.56716 1.37445
C 1.89579 -4.15845 -1.78208
H 1.71132 -3.97586 -2.85373
H 1.41195 -5.10561 -1.52746
H 2.97960 -4.26090 -1.62874
C -0.83150 -4.23872 -0.29326
H -1.69562 -4.03140 -0.94738
H -1.20392 -4.43330 0.72066
H -0.35055 -5.14920 -0.66281
C 0.09249 4.86467 0.96288
C -2.05421 3.16351 2.19191
H 0.76171 5.29940 0.22200
H 0.44374 5.15292 1.96640
H -0.90759 5.29186 0.82778
H -2.71983 2.38379 2.58056
H -2.65096 3.86920 1.59602
H -1.64239 3.74248 3.03155
H 1.54322 1.94845 -1.89279
H -1.57857 -0.47799 1.38042
C -1.82769 0.24826 -2.47340
H -1.45075 -0.22194 -3.36857
H -1.56893 1.28753 -2.24985
H -2.24040 -0.38163 -1.68547
O 1.46586 0.95954 -2.03712
H 1.42455 -0.95576 -3.30706
H 0.76128 0.79216 -2.69804
S 2.47794 0.14966 2.47443
C 1.22579 -0.27178 3.53996
N 1.07961 -1.50477 4.08020
C 0.15013 -1.53199 5.17994
C -0.45219 -0.13648 5.15774
N 0.31664 0.54017 4.13797
H 1.75439 -2.22070 3.86255
H 0.66413 -1.74280 6.11868
H -0.59587 -2.30945 5.01592
H -0.36552 0.38217 6.11576
H -1.51102 -0.15887 4.87756
H 0.23849 1.53037 3.91732
*
```

As for the HOMO energy (spin up / spin down): -6.53 / -6.53 eV. The lowest unoccupied orbital energy (spin up / spin down) comes out at -0.011 / -1.081 eV. The value obtained for the gap between HOMO and LUMO (spin up / spin down) is 6.51 / 5.45 eV.

DFT (ωB97M-V/def2-TZVPD) results for a molecular structure, C12H26ClINP2Pb.

Geometry as ORCA input:
```
! RIJCOSX wB97M-V def2-TZVPD def2/J DEFGRID3
* xyz 3 1
C 2.29949 -4.00031 -4.02641
I 1.90540 -2.38877 -2.64511
H 1.57602 -4.78482 -3.81757
H 3.31849 -4.33429 -3.84616
H 2.17924 -3.59853 -5.02961
Pb -0.29250 -0.38622 -0.08983
P 0.88912 -1.53341 1.54111
C 2.65859 -1.11445 1.76511
C 0.19049 -1.34544 3.22403
H 0.72729 -1.96929 3.94700
H 1.40195 -3.85488 2.13462
H -0.86284 -1.63478 3.18730
H -0.12604 -3.68967 1.20946
H 2.75098 -0.05441 2.01630
H 0.25445 -0.29648 3.52518
C 0.90878 -3.34889 1.29739
H 3.10785 -1.71767 2.56088
H 1.43354 -3.58147 0.36702
H 3.19424 -1.29148 0.82840
P -1.70552 0.60365 -1.63767
C -1.00423 1.90071 -2.72511
C -2.45353 -0.58206 -2.81673
H -3.67622 0.68626 -0.25961
H -3.84344 1.80083 -1.65500
H -2.82599 2.24521 -0.25240
C -3.16270 1.42025 -0.88577
H -2.94454 -1.36939 -2.23897
H -3.17966 -0.08566 -3.46963
H -1.76282 2.29121 -3.41135
H -0.17459 1.48142 -3.30082
H -1.66376 -1.03404 -3.42254
H -0.61520 2.71725 -2.11067
Cl -2.17574 -1.69578 0.56631
C 0.51263 4.15604 2.30672
C 1.06320 2.99304 2.78849
C 0.83088 1.78398 2.12129
N 0.06830 1.64692 0.98302
C -0.45284 2.84322 0.54392
C -0.25440 4.08054 1.16932
H 0.67822 5.10150 2.80698
H 1.67402 3.01704 3.68279
H 1.29338 1.01078 2.58489
H -1.03694 2.93368 -0.27873
H -0.70303 4.97864 0.76216
*
```

As for the HOMO energy: -17.97 eV. The lowest unoccupied orbital energy comes out at -12.224 eV. The value obtained for the gap between HOMO and LUMO is 5.74 eV.

DFT (ωB97M-V/def2-TZVPD) results for 3 unconnected molecules or ions with the total composition C12H26FO4P.

Geometry as ORCA input:
```
! RIJCOSX wB97M-V def2-TZVPD def2/J DEFGRID3
* xyz 0 1
C 1.55660 -2.42575 0.18452
C 1.25638 -1.79809 -0.97517
C 0.11688 -0.80566 -1.06455
P -0.00458 0.24125 0.44407
C -1.69594 1.03008 0.53320
C -2.83882 0.25595 -0.14357
C -3.17197 0.70040 -1.54932
F -2.22522 0.28968 -2.48706
C 1.13776 1.73059 0.25447
C 2.19426 1.51695 -0.77263
O 3.28600 1.06587 -0.53516
O 1.81617 1.85470 -2.03804
H 2.57112 -2.51247 0.56383
H 0.77956 -2.90408 0.77762
H 1.81935 -2.05416 -1.86937
H 0.23792 -0.21869 -1.97834
H -0.81845 -1.35406 -1.21536
H -1.91118 1.10525 1.59849
H -1.67219 2.05895 0.16119
H -2.69901 -0.82573 -0.10766
H -3.74651 0.44845 0.43772
H -4.12080 0.24426 -1.84359
H -3.25808 1.78506 -1.63123
H 0.51599 2.59291 0.00646
H 1.54838 1.91816 1.24080
H 2.63615 2.08722 -2.49495
C -2.78344 -4.12233 -3.46188
C -1.34341 -3.74833 -3.16466
O -1.13347 -3.52152 -1.77317
H -3.45698 -3.33526 -3.12086
H -2.93679 -4.27651 -4.53087
H -3.06001 -5.04029 -2.93749
H -1.07653 -2.82261 -3.67339
H -0.66479 -4.53629 -3.50776
H -1.35070 -4.33272 -1.30442
C 3.41218 3.49619 4.10043
C 2.48737 3.40355 5.30228
O 1.16524 3.04477 4.90934
H 3.03954 4.23114 3.38597
H 4.42197 3.77958 4.40082
H 3.46231 2.53439 3.58382
H 2.41658 4.36332 5.81161
H 2.86469 2.66370 6.01618
H 1.22648 2.19217 4.46769
*
```

As for the HOMO energy: -7.54 eV. The lowest unoccupied orbital energy comes out at 0.753 eV. The value obtained for the gap between HOMO and LUMO is 8.30 eV.

Q: Which strongest force on any atom values were calculated for the entries above? A: 1.0; 3.6; 7.1; 1.6, in eV/Å.